{
  "formula": "C29H57N3O5",
  "method": "the ωB97M-V functional and the def2-TZVPD basis",
  "charge": 0,
  "lumo_ev": [0.5, 0.2],
  "total_energy_ev": -45699.127,
  "multiplicity": 3,
  "s_squared": 2.01,
  "species": ["H", "C", "C", "H", "O", "O", "N", "H", "H", "C", "H", "H", "H", "H", "C", "H", "H", "C", "C", "H", "H", "H", "C", "C", "C", "C", "H", "H", "C", "C", "H", "H", "C", "H", "H", "H", "C", "C", "H", "H", "H", "C", "H", "H", "H", "C", "H", "O", "N", "H", "H", "N", "O", "H", "H", "H", "C", "C", "H", "H", "C", "H", "H", "H", "H", "H", "H", "H", "H", "C", "C", "H", "C", "C", "H", "C", "H", "C", "H", "H", "C", "H", "C", "H", "H", "H", "H", "H", "H", "O", "H", "H", "H", "C"],
  "positions_angstrom": [[-1.88184, -1.51820, -7.27767], [6.05446, 2.76350, 2.06093], [-5.68996, -1.62493, 3.73932], [-3.85607, -4.67567, -5.11907], [5.61554, -0.75255, 2.68492], [0.60274, 1.64393, 0.67849], [-1.90971, -2.57087, -4.96188], [-0.75833, -1.26988, 1.74890], [-1.67349, -0.61307, 4.08617], [-3.95725, -3.79456, -5.76176], [-4.24639, 0.54432, 2.85905], [-3.69273, -2.01652, 4.49962], [3.56864, 2.87522, 3.67089], [0.94079, 1.22594, -1.36592], [-1.60602, 2.08996, -1.45540], [-4.01899, -2.96704, -3.07424], [-3.63172, -1.76793, -7.36692], [-3.78203, 0.01122, 3.70604], [0.28890, 3.35486, -1.10210], [1.29105, -0.31007, 0.67188], [-6.15424, -0.89723, 3.05605], [2.20433, 1.83390, 3.34125], [-2.92353, -0.29340, -4.96545], [-1.70412, 0.60067, 2.26432], [5.71996, -0.43304, 5.35217], [5.32741, 0.70202, 4.39833], [-2.18081, -4.83925, -7.54142], [3.54062, 2.32865, 1.29061], [-4.13266, -1.50519, 3.62684], [5.76376, 0.87253, 0.55206], [-2.06734, 1.11612, 4.37541], [-3.58038, -0.38062, -5.82870], [-0.43962, -0.22460, 1.93059], [-4.19345, 0.37120, 4.66672], [-4.46165, -4.13578, -6.66960], [-1.04773, -0.78549, -3.09258], [3.29649, 1.85870, 3.37255], [-2.66773, -2.27420, -7.31292], [0.19657, -0.27085, 2.83413], [7.03495, 2.68686, 2.53328], [-1.63428, -5.23516, -5.92937], [-4.84440, -2.77956, -5.04333], [-2.52021, 0.40652, 1.55201], [5.45848, 3.48695, 2.61758], [-1.44795, 1.67278, 2.28181], [3.84592, 1.54110, 1.98482], [-1.74013, 4.76848, 0.12306], [0.32216, 4.31251, -0.07177], [5.87300, 0.47829, 3.02751], [5.45989, 1.59576, -0.20657], [-1.14757, 3.38837, 1.14627], [-2.26793, 1.28270, -1.06132], [-1.47373, -3.48591, -4.14291], [5.23915, -1.37778, 5.09785], [-5.76220, -3.27271, -4.71388], [-1.95817, -1.98813, -2.16707], [0.32450, 0.24197, 0.67844], [-2.23786, 0.25489, 3.70840], [-1.96104, 0.09311, -5.30736], [-5.96453, -1.34306, 4.77022], [-4.12228, -2.18600, -3.83498], [5.62228, 2.89067, 4.59406], [-5.15526, -1.98664, -5.72957], [0.93861, 3.78103, -1.88690], [5.71020, 2.01896, 6.09300], [3.36801, 0.62032, 1.63197], [3.33434, -0.12121, 4.19260], [-2.54864, -2.79312, -8.26497], [7.05224, 1.92243, 4.96201], [-0.88560, 4.35579, 0.68700], [-2.04928, -1.17483, -2.88878], [-4.74779, -1.40899, -3.38806], [5.37117, 1.37677, 1.94645], [-2.74604, -1.61004, -4.18239], [-0.23719, -0.10114, -0.20605], [-1.71944, -4.41895, -6.64654], [2.05720, 2.31146, -0.55296], [5.96329, 1.95542, 5.03323], [-2.61445, -0.38661, -2.39469], [3.45790, 1.14323, 5.39450], [-2.56473, -3.25404, -6.11623], [6.80098, -0.58868, 5.35445], [0.98023, 2.05496, -0.63648], [-0.71336, -4.08690, -6.91251], [-3.76823, -1.92456, 2.67500], [6.84452, 0.73652, 0.47144], [5.41628, -0.19174, 6.37180], [-3.37289, 0.47237, -4.33010], [6.22345, 3.20751, 1.07898], [-1.01657, 3.21373, -1.70258], [-0.71606, 5.05302, 1.52444], [-5.99459, -2.65902, 3.51870], [5.27820, -0.06906, 0.29499], [3.80198, 0.84756, 4.39989]],
  "forces_ev_per_a": [[-0.04, -0.02, 0.08], [0.03, 0.23, 0.23], [1.08, -0.07, 0.02], [0.17, 0.05, 0.01], [0.81, 0.04, 0.04], [-0.82, -0.48, -1.09], [-1.11, -2.04, 1.55], [0.24, 0.37, 0.00], [-0.41, 0.23, 0.12], [-0.24, 0.07, 0.52], [0.08, -0.07, 0.45], [0.11, 0.03, -0.55], [0.04, -0.01, 0.00], [-0.37, 0.39, 0.15], [2.08, 4.48, -0.63], [0.19, 0.01, -0.04], [0.06, 0.07, 0.08], [0.93, -1.08, 0.53], [2.04, 0.29, 0.24], [-0.33, 0.26, -0.15], [-0.04, -0.47, 0.12], [0.03, 0.03, -0.03], [-0.17, 0.06, -0.37], [0.15, -0.21, 1.07], [0.04, -0.55, -0.42], [0.58, 0.98, 1.79], [-0.12, 0.22, 0.02], [0.20, 0.00, -0.05], [-1.07, 1.08, 0.10], [0.04, -0.73, 0.11], [0.31, -0.39, -0.18], [0.09, -0.05, -0.03], [-0.45, 0.25, 0.01], [-0.04, 0.07, -0.51], [0.20, 0.03, -0.09], [-0.02, -0.04, -0.04], [0.05, -0.01, 0.02], [-0.13, 0.29, -0.06], [-0.01, 0.25, -0.47], [-0.06, -0.05, 0.03], [0.07, 0.16, 0.10], [0.09, 0.02, -0.02], [0.48, 0.22, -0.03], [0.05, -0.05, 0.09], [-0.19, -0.41, -0.39], [-0.35, -0.25, 0.38], [0.42, -0.33, -0.02], [-1.14, -0.46, -0.61], [-2.25, -1.58, -0.52], [-0.02, 0.14, 0.21], [0.14, 0.24, -0.46], [-2.78, -3.88, 1.38], [0.68, 0.39, -0.25], [0.09, 0.06, -0.15], [0.01, 0.03, -0.03], [0.09, -0.08, -0.17], [0.36, -1.25, 0.86], [-0.54, 0.57, -0.81], [0.01, -0.08, 0.00], [-0.12, -0.25, -0.42], [-0.24, -0.53, -0.18], [0.06, -0.04, -0.08], [0.04, 0.01, 0.00], [-0.48, -0.23, 0.09], [-0.06, -0.19, -0.05], [0.16, -0.06, 0.00], [0.18, -0.05, -0.05], [-0.03, -0.16, 0.13], [-0.03, -0.04, -0.06], [-0.39, 0.50, 1.14], [0.23, -0.62, 0.11], [0.21, 0.11, 0.01], [0.62, 1.81, -0.96], [-0.21, 2.04, 0.11], [0.07, 0.54, 0.16], [0.36, -0.21, 0.58], [-0.45, 0.14, -0.32], [-0.01, 0.39, -0.15], [-0.07, -0.19, -0.33], [0.22, -0.05, 0.05], [-0.13, 0.27, -2.09], [-0.03, 0.01, -0.05], [0.83, 0.19, 0.67], [-0.03, 0.02, 0.04], [-0.03, -0.04, 0.41], [-0.03, -0.01, 0.04], [-0.03, 0.21, -0.10], [0.05, -0.15, 0.15], [-0.13, -0.15, -0.04], [0.45, -0.37, -0.33], [0.18, -0.25, -0.41], [-0.24, 0.46, 0.11], [0.10, -0.05, 0.17], [-0.36, 0.02, -0.49]]
}